[1]
{"formula": "C41H54F7N3O4P", "method": "ωB97M-V with the def2-TZVPD basis set", "species": ["C", "C", "C", "C", "N", "C", "C", "N", "C", "C", "O", "C", "C", "F", "F", "F", "C", "P", "C", "O", "C", "C", "C", "C", "C", "O", "O", "N", "H", "H", "H", "H", "H", "H", "H", "H", "H", "H", "H", "H", "H", "H", "H", "H", "H", "H", "H", "H", "H", "H", "H", "H", "H", "H", "H", "H", "H", "H", "H", "H", "H", "H", "F", "C", "C", "C", "C", "C", "C", "H", "H", "H", "H", "H", "F", "C", "C", "C", "C", "C", "C", "H", "H", "H", "H", "H", "F", "C", "C", "C", "C", "C", "C", "H", "H", "H", "H", "H", "F", "C", "C", "C", "C", "C", "C", "H", "H", "H", "H", "H"], "coordinates": [[-4.43509, 3.51402, 3.35648], [-3.87696, 4.60325, 2.41672], [-2.54867, 4.18405, 1.76900], [-2.68471, 3.48254, 0.41973], [-3.43865, 2.22312, 0.47031], [-2.68659, 1.17430, 1.09981], [-3.65279, 0.17545, 1.74096], [-2.98128, -0.70879, 2.71478], [-2.91430, 0.09586, 3.95735], [-2.20872, -0.56485, 5.13176], [-0.78514, -0.54852, 5.10951], [-0.20986, 0.72897, 5.05014], [-0.55798, 1.65757, 6.21475], [-0.86094, 1.04950, 7.31064], [-1.49377, 2.52645, 5.87176], [0.51654, 2.39272, 6.47459], [-1.63797, -1.04503, 2.15481], [-1.29558, -2.90854, 2.49091], [-2.77827, -3.61461, 3.32226], [-0.08104, -3.05282, 3.60812], [-1.56475, -0.92403, 0.60650], [-0.21666, -1.50416, 0.10221], [0.25347, -0.87890, -1.22034], [1.44171, -1.68375, -1.80422], [2.64906, -0.80556, -2.08785], [3.15114, -0.82600, -3.12363], [3.11978, 0.01611, -1.10200], [-1.77585, 0.47637, 0.12341], [-4.99595, 2.77418, 2.79253], [-3.66349, 3.05701, 3.97596], [-5.11299, 4.02365, 4.03949], [-3.65721, 5.46033, 3.05371], [-4.61486, 4.93729, 1.68442], [-1.91713, 5.06226, 1.62234], [-2.03003, 3.55466, 2.49927], [-1.68873, 3.31889, 0.00444], [-3.20612, 4.16586, -0.25195], [-4.26368, 2.38239, 1.03713], [-2.01591, 1.63223, 1.83344], [-4.44808, 0.69591, 2.27094], [-4.16251, -0.40743, 0.97080], [-3.95236, 0.22954, 4.27441], [-2.55495, 1.11414, 3.76247], [-2.49841, -1.61017, 5.19659], [-2.60548, -0.10211, 6.04037], [0.86724, 0.58066, 5.08378], [-0.39974, 1.23703, 4.10054], [-0.83398, -0.41501, 2.55771], [-2.88175, -4.66185, 3.04878], [-2.70292, -3.60196, 4.41637], [-3.70495, -3.10947, 3.05770], [-0.48427, -3.19675, 4.47768], [-2.32622, -1.53992, 0.13206], [0.55878, -1.42684, 0.86679], [-0.36655, -2.55822, -0.09349], [0.65123, 0.12779, -1.04410], [-0.54395, -0.77006, -1.95715], [1.17314, -2.16193, -2.74004], [1.76722, -2.46378, -1.11141], [3.54729, -0.49296, -0.39789], [-2.21224, 0.52469, -0.80065], [-0.90675, 1.01610, 0.12239], [-5.76217, 1.00297, 4.23164], [-7.10665, 1.17178, 4.23804], [-7.77777, 1.15713, 5.44213], [-9.15330, 1.33537, 5.44602], [-9.83542, 1.51517, 4.24993], [-9.14230, 1.52231, 3.04806], [-7.76503, 1.35439, 3.03970], [-7.22857, 1.00806, 6.36281], [-9.69332, 1.33348, 6.38317], [-10.90887, 1.64991, 4.25600], [-9.67370, 1.65835, 2.11561], [-7.20549, 1.36481, 2.11219], [2.63382, -4.79872, -5.65436], [3.87932, -4.29501, -5.52382], [4.94594, -4.98895, -6.05868], [6.22369, -4.46521, -5.92566], [6.41687, -3.26457, -5.25395], [5.33147, -2.58341, -4.71861], [4.05138, -3.09849, -4.85778], [4.77521, -5.92654, -6.57194], [7.06962, -4.99334, -6.34606], [7.41543, -2.86010, -5.14884], [5.47960, -1.64971, -4.19238], [3.19559, -2.58008, -4.45793], [0.37157, 3.12337, 1.41492], [1.28754, 3.97209, 0.86772], [0.86620, 4.93066, -0.03049], [1.80351, 5.79329, -0.58028], [3.14180, 5.67822, -0.23230], [3.54516, 4.70393, 0.67020], [2.61099, 3.84550, 1.23038], [-0.18092, 5.00143, -0.29554], [1.48846, 6.55510, -1.28050], [3.87119, 6.34959, -0.66530], [4.58875, 4.61175, 0.93882], [2.90462, 3.08484, 1.94257], [7.84965, -6.43859, -8.63098], [8.64561, -5.50372, -9.18707], [8.09354, -4.57093, -10.04249], [8.91337, -3.60619, -10.60925], [10.27150, -3.59123, -10.32283], [10.81048, -4.53871, -9.46406], [9.99327, -5.49964, -8.88658], [7.03365, -4.60353, -10.25944], [8.49161, -2.86557, -11.27577], [10.90961, -2.83994, -10.76974], [11.86963, -4.53049, -9.24304], [10.39400, -6.24168, -8.20814]], "atomic_forces_ev_per_a": [[-0.347, 1.072, -0.414], [0.670, -0.302, 0.660], [-0.132, 0.134, -0.042], [-0.188, 0.589, 0.190], [0.534, -0.168, -0.425], [-1.329, 0.992, 0.762], [0.114, -0.577, 0.097], [0.528, 1.498, -0.850], [-0.311, -0.710, 0.196], [-0.259, 0.221, -0.076], [-0.295, 0.189, 0.000], [0.421, -0.619, -0.065], [1.467, 0.204, -1.673], [-0.996, -1.089, 1.505], [-1.534, 0.546, -0.090], [1.146, 0.771, 0.172], [-0.714, -0.531, 0.576], [0.527, -0.973, -1.027], [0.046, 0.309, 0.628], [-1.046, 0.117, -0.020], [1.044, -1.579, 0.212], [-0.458, 0.640, -0.840], [0.890, 0.143, 0.447], [-0.234, 0.503, 0.419], [-1.652, -0.851, 2.516], [1.916, 0.493, -3.815], [-0.009, 0.164, 0.768], [-0.462, 0.528, 0.843], [-0.061, -0.230, 0.287], [0.058, -0.085, -0.185], [-0.301, -0.345, 0.071], [-0.052, 0.148, -0.118], [-0.028, -0.101, -0.027], [0.053, -0.014, -0.039], [0.195, 0.052, -0.107], [-0.068, -0.208, -0.149], [0.019, -0.093, -0.161], [-0.092, -0.091, -0.314], [0.161, -0.503, 0.183], [0.104, 0.200, -0.084], [0.111, -0.033, -0.143], [0.355, -0.145, -0.022], [0.284, -0.069, 0.113], [0.038, -0.088, -0.113], [0.237, 0.124, 0.066], [0.033, -0.138, 0.146], [-0.250, 0.221, 0.091], [0.015, -0.150, 0.175], [0.244, -0.038, -0.225], [0.006, 0.134, -0.027], [0.119, 0.157, -0.123], [0.463, 0.295, 0.134], [-0.335, 0.205, 0.097], [0.051, 0.113, -0.030], [-0.045, -0.160, 0.238], [-0.217, 0.054, 0.057], [-0.065, -0.273, -0.013], [0.061, -0.089, -0.033], [-0.105, -0.030, 0.075], [-0.197, 0.077, -0.030], [0.136, -0.050, -0.006], [0.069, -0.228, -0.315], [-0.102, -0.046, 0.047], [-0.669, 0.085, 0.025], [0.195, -0.033, 0.253], [-0.011, 0.009, -0.172], [-0.074, 0.008, 0.021], [-0.018, 0.002, 0.117], [0.217, -0.006, -0.201], [0.010, 0.014, -0.018], [0.031, -0.016, 0.003], [0.021, -0.003, -0.006], [0.030, 0.009, 0.001], [-0.015, -0.026, -0.002], [-0.061, -0.012, 0.010], [0.386, 0.115, 0.015], [-0.055, -0.259, -0.149], [-0.021, 0.148, 0.094], [0.069, 0.011, 0.005], [0.109, -0.112, -0.065], [-0.203, -0.088, -0.003], [-0.015, 0.023, -0.005], [-0.042, -0.034, -0.014], [-0.016, -0.005, -0.009], [-0.060, 0.012, -0.024], [-0.019, 0.006, -0.047], [-0.128, -0.225, -0.009], [0.412, 0.352, -0.210], [-0.326, -0.077, -0.008], [0.125, -0.060, 0.056], [0.043, 0.054, -0.034], [-0.096, 0.077, -0.084], [0.034, -0.266, 0.215], [0.014, 0.040, 0.011], [-0.024, -0.025, 0.003], [-0.010, -0.014, 0.010], [-0.020, -0.011, 0.023], [-0.017, 0.007, -0.011], [-0.043, -0.033, 0.051], [0.233, 0.286, -0.171], [-0.291, -0.013, -0.037], [0.119, -0.069, 0.078], [0.053, 0.083, -0.048], [-0.116, 0.057, -0.055], [0.086, -0.201, 0.186], [0.009, -0.020, 0.031], [-0.020, -0.028, 0.000], [-0.006, -0.018, 0.007], [-0.017, -0.016, 0.021], [-0.030, -0.017, -0.023]], "gap_ev": 8.0, "e_homo_ev": -10.3, "e_above_lowest_kj_mol": 106.10, "total_charge": 1, "molar_mass_da": 816.86, "largest_force_ev_per_a": 4.3}


[2]
{"formula": "C8H22ClFeN2O2", "method": "ωB97M-V with the def2-TZVPD basis set", "species": ["Fe", "Cl", "C", "C", "C", "O", "C", "N", "H", "H", "H", "H", "H", "H", "H", "H", "H", "H", "H", "C", "C", "C", "O", "C", "N", "H", "H", "H", "H", "H", "H", "H", "H", "H", "H", "H"], "coordinates": [[-7.67094, 1.12683, 1.40565], [-4.75659, 1.73837, -0.91969], [1.17898, -2.36311, -3.97149], [-0.26125, -2.16329, -3.58997], [-0.64801, -2.79021, -2.27894], [-0.38327, -4.21801, -2.36153], [-1.27512, -5.01114, -1.62833], [-0.54190, -0.77339, -3.63987], [1.30277, -2.15386, -5.03403], [1.53629, -3.37642, -3.78807], [1.93485, -1.79879, -3.42533], [-0.85266, -2.69447, -4.33573], [-1.72815, -2.65499, -2.22302], [-0.16041, -2.45687, -1.36284], [-2.29404, -4.92938, -2.00675], [-1.28605, -4.70173, -0.58323], [-1.06470, -6.08050, -1.61113], [-1.51900, -0.57258, -3.48160], [0.04127, -0.33445, -2.94177], [2.59938, 1.29117, 1.87017], [1.13838, 1.74078, 2.16127], [1.15044, 2.57569, 3.51544], [-0.09245, 3.33769, 3.59968], [-0.04365, 4.52015, 4.33707], [0.63677, 2.57079, 1.04135], [3.18000, 0.87317, 2.69252], [3.16880, 2.15739, 1.53323], [2.71013, 0.61137, 1.02536], [0.52336, 0.84725, 2.26835], [2.00011, 3.25795, 3.54124], [1.18201, 1.90078, 4.37078], [0.29905, 4.36065, 5.35943], [-1.03434, 4.95470, 4.47045], [0.59935, 5.31223, 3.95333], [-0.31077, 2.34581, 0.77367], [0.74123, 3.55030, 1.26441]], "atomic_forces_ev_per_a": [[0.030, 0.004, -0.007], [-0.011, -0.003, 0.004], [1.076, -0.841, -0.331], [0.843, -0.909, -0.073], [-0.473, -2.256, 0.017], [0.249, 0.348, -0.445], [-0.661, 0.210, 0.636], [-0.240, 1.010, -0.136], [0.095, 0.092, 0.062], [-0.448, -0.281, -0.203], [-0.359, 0.694, 0.223], [-0.147, 0.067, -0.110], [-0.246, 0.112, 0.496], [0.147, 0.625, -0.042], [-0.226, 0.186, -0.124], [-0.076, 0.107, 0.295], [0.687, 0.176, -0.485], [-0.051, 0.181, 0.166], [-0.176, 0.480, 0.061], [0.916, 0.578, -0.924], [0.705, -0.313, 0.142], [-1.583, 1.256, -0.483], [0.794, -1.240, -1.403], [0.204, 1.023, 1.569], [-0.284, -0.938, 3.489], [-0.695, 0.015, 0.374], [0.022, 0.273, 0.196], [-0.595, -0.236, 0.132], [-0.255, 0.232, -0.267], [0.163, -0.013, -0.093], [0.269, -0.359, -0.236], [0.149, -0.335, 0.162], [-0.150, -0.378, -0.484], [0.192, -0.146, -0.587], [-0.284, -0.205, -0.934], [0.422, 0.784, -0.656]], "gap_ev": [3.1, 2.5], "e_homo_ev": [-6.5, -11.4], "e_above_lowest_kj_mol": 111.65, "total_charge": 1, "molar_mass_da": 269.57, "largest_force_ev_per_a": 3.6, "multiplicity": 9}